Record 1
Below is a molecular structure, C30H34FMnN5O3P2S2, with properties calculated with ωB97M-V/def2-TZVPD.

Calculated values
HOMO level (alpha / beta): -12.488 / -12.583 eV
2S+1: 4
electronic energy: -4392.62337 Ha
energy above the lowest of the compared OMol25 structures with the same formula, charge and spin: 0.0 kcal/mol
net charge: +2
maximum force: 0.809 eV Å⁻¹
HOMO-LUMO gap (alpha / beta): 6.416 / 7.064 eV

```
78
Properties=species:S:1:pos:R:3:forces:R:3:mulliken_spin:R:1
Mn 1.70739 -1.73136 -0.50925 -0.375 0.111 0.049 3.3803
S 0.39042 -0.86961 -2.21222 -0.102 -0.144 0.013 -0.0475
C -1.13515 -1.41683 -1.53580 -0.168 0.407 -0.248 0.0095
C -2.29333 -0.59864 -1.80603 0.298 -0.178 0.115 0.0051
N -3.18412 0.11205 -1.96148 -0.015 0.052 0.038 0.0019
C -1.22317 -2.47936 -0.71924 -0.074 -0.375 0.264 0.0393
S 0.19603 -3.43052 -0.27728 -0.227 0.072 -0.035 -0.1238
C -2.47442 -2.85806 -0.12096 0.246 0.086 -0.088 0.0072
N -3.46237 -3.12700 0.40175 -0.015 0.011 -0.003 0.0002
C 2.65976 -4.43133 1.70602 0.027 -0.036 0.126 0.0012
P 3.11779 -2.79222 1.09847 0.027 -0.036 -0.119 -0.1054
C 3.29745 -1.76150 2.55974 0.073 0.057 0.095 -0.0026
C 4.72539 -2.92730 0.29080 0.052 0.022 -0.071 0.0180
C 5.93276 -2.93636 0.97705 0.026 -0.057 0.028 -0.0075
C 7.12639 -3.01527 0.27211 0.009 0.004 -0.011 -0.0018
C 7.11946 -3.08260 -1.11312 -0.038 0.008 -0.010 -0.0011
C 5.91706 -3.06934 -1.80799 0.070 -0.057 0.072 -0.0082
C 4.72077 -2.99174 -1.10646 0.071 -0.007 -0.062 -0.0072
P 3.12098 -2.95798 -1.93677 -0.229 0.223 0.045 -0.1922
C 3.29030 -2.09617 -3.50086 0.131 -0.016 -0.132 0.0030
C 2.63610 -4.64725 -2.30999 0.101 -0.124 -0.182 0.0039
H 3.51657 -4.87431 2.21598 -0.020 -0.010 0.018 -0.0037
H 2.34841 -5.08393 0.89388 0.035 -0.023 -0.052 0.0000
H 1.82706 -4.34258 2.40387 -0.010 0.030 -0.016 0.0017
H 3.92250 -2.27185 3.29415 0.002 0.061 0.026 -0.0031
H 2.31137 -1.58461 2.98772 -0.006 -0.020 -0.005 -0.0005
H 3.74834 -0.80785 2.28681 0.010 -0.006 -0.006 0.0007
H 5.96010 -2.87603 2.05797 -0.028 0.009 -0.001 -0.0004
H 8.06701 -3.01447 0.80588 -0.009 -0.002 0.011 -0.0001
H 8.05233 -3.13523 -1.65766 0.002 0.001 0.006 -0.0001
H 5.93041 -3.11195 -2.88920 -0.022 0.006 -0.002 -0.0003
H 4.04529 -2.59148 -4.11330 -0.015 0.046 -0.039 -0.0060
H 3.57785 -1.06199 -3.31632 0.016 -0.004 0.020 0.0011
H 2.33216 -2.12339 -4.01876 0.013 -0.013 -0.003 0.0014
H 3.31826 -5.03796 -3.06819 -0.019 -0.056 0.021 -0.0058
H 1.61369 -4.67165 -2.68413 0.008 0.038 -0.005 -0.0005
H 2.70614 -5.26945 -1.42087 -0.023 -0.022 0.037 0.0021
C -0.66944 4.81492 -1.56523 -0.017 0.026 -0.063 0.0004
C -0.17676 4.63877 -0.14265 0.043 -0.133 0.138 -0.0002
N 0.05667 3.21450 0.19130 -0.287 0.017 0.057 0.0044
C 1.25764 2.69388 -0.04010 0.157 -0.064 0.014 -0.0102
C 1.57336 1.36210 0.13786 -0.072 0.404 0.181 0.0077
C 2.92201 0.90016 -0.31725 -0.009 -0.438 -0.680 0.0006
O 3.84858 1.66139 -0.41702 -0.032 0.062 0.182 0.0111
O 2.98365 -0.36555 -0.72521 0.225 0.242 0.421 0.0297
C 0.60902 0.52600 0.70198 -0.188 -0.333 0.019 -0.0036
O 0.76767 -0.73554 0.88205 0.137 0.108 0.169 -0.0039
C -0.67627 1.09328 1.03779 0.017 -0.041 -0.025 -0.0034
C -1.67923 0.27763 1.58134 0.038 0.001 -0.080 0.0016
C -2.95108 0.75040 1.66123 -0.082 0.020 -0.138 0.0018
F -3.91484 -0.06366 2.10281 -0.066 0.023 0.044 0.0001
C -3.29982 2.04106 1.21225 -0.148 -0.047 0.126 -0.0005
C -2.29980 2.86957 0.75537 0.080 -0.040 0.102 0.0017
C -0.97602 2.40874 0.67259 0.190 0.216 -0.156 -0.0002
N -4.65189 2.49599 1.13948 0.049 0.013 -0.147 -0.0001
C -5.22079 2.33624 -0.21036 -0.002 0.021 0.053 0.0001
C -6.54987 3.11422 -0.28035 -0.080 0.116 0.154 0.0000
N -6.67830 3.93275 0.97489 0.080 -0.115 0.020 0.0000
C -6.77974 3.04246 2.18336 -0.051 0.115 -0.152 0.0000
C -5.60810 2.03944 2.14919 0.061 0.071 0.064 0.0001
H -0.84675 5.87137 -1.76382 -0.001 -0.006 -0.008 -0.0001
H -1.59676 4.26847 -1.74123 -0.004 0.004 0.009 0.0000
H 0.06862 4.45619 -2.28253 0.014 0.004 0.017 0.0000
H -0.87485 5.03612 0.59110 0.011 0.026 -0.008 -0.0001
H 0.76827 5.15110 0.02681 0.004 0.015 -0.081 0.0000
H 2.01446 3.37285 -0.41493 0.017 -0.039 -0.014 0.0006
H -1.46405 -0.74072 1.87166 0.031 -0.027 -0.020 0.0032
H -2.56683 3.86685 0.43850 -0.012 -0.014 -0.009 -0.0001
H -5.38764 1.28330 -0.45300 -0.018 -0.026 -0.038 0.0000
H -4.51587 2.72773 -0.93957 0.024 -0.016 0.001 0.0001
H -7.42456 2.46807 -0.30801 0.029 -0.045 -0.036 0.0000
H -6.59379 3.79951 -1.12327 0.024 -0.055 -0.045 0.0000
H -7.47404 4.56705 0.92693 -0.054 -0.017 -0.027 0.0000
H -5.82837 4.49016 1.07532 0.021 0.018 -0.002 0.0000
H -7.74699 2.54945 2.11629 0.006 -0.028 0.079 0.0000
H -6.76961 3.68775 3.05870 0.042 -0.018 0.014 0.0000
H -5.98596 1.03621 1.94665 -0.001 -0.027 -0.035 0.0000
H -5.12492 2.02691 3.12279 0.006 -0.054 0.008 0.0000
```
Positions in Å, forces in eV/Å.

=====

Record 2
Below is 6 unconnected molecules or ions with the total composition C10H30ClO12, with properties calculated with ωB97M-V/def2-TZVPD.

Calculated values
HOMO level: -7.144 eV
electronic energy: -1761.83140 Ha
net charge: -1
maximum force: 2.614 eV Å⁻¹
HOMO-LUMO gap: 10.043 eV

```
53
Properties=species:S:1:pos:R:3:forces:R:3:lowdin_charge:R:1
Cl 0.69711 -0.46990 -0.63000 -2.045 -0.942 1.328 0.6812
O 1.84319 -0.62152 -1.41588 2.004 -0.113 -1.010 -0.3129
O -0.28547 0.30023 -1.40583 0.065 -0.099 0.616 -0.3788
O 0.13913 -1.79127 -0.31700 0.191 0.977 -0.321 -0.3578
O 0.99411 0.20018 0.62324 -0.204 0.177 -0.597 -0.3488
C -0.19673 3.95319 -1.55814 0.695 1.144 -0.566 -0.2795
C -1.12234 3.94020 -0.38048 -0.274 0.022 1.084 -0.2554
O -2.41837 4.54376 -0.56012 0.414 -0.402 -0.360 -0.0847
O -0.33870 2.96668 -2.55786 -0.329 0.747 0.122 -0.0613
H 0.81818 3.92523 -1.09922 -0.319 0.022 -0.480 0.1224
H -0.32835 4.98264 -2.03771 0.359 -1.255 0.280 0.1390
H -0.60754 4.58743 0.36470 -0.331 -0.639 -0.085 0.1202
H -1.22133 2.89514 0.00589 -0.060 0.742 -0.139 0.1207
H -2.53142 4.69324 -1.50494 -0.114 -0.131 0.030 0.0730
H -0.00878 2.12716 -2.22077 -0.124 -0.357 0.113 0.0424
C -3.43684 -0.78994 -0.96010 -1.210 -0.294 0.103 -0.2537
C -3.79547 0.64799 -0.54230 -0.716 0.240 0.695 -0.2031
O -5.23083 0.86530 -0.61429 0.309 -0.118 -0.107 -0.0959
O -2.82612 -0.83959 -2.22923 1.192 0.096 0.458 -0.0911
H -4.34021 -1.42859 -1.08990 0.212 0.772 0.436 0.1230
H -2.86225 -1.25068 -0.15549 0.492 -0.150 -0.229 0.1053
H -3.38077 1.33673 -1.26722 0.388 0.061 -0.141 0.1054
H -3.40648 0.95291 0.47639 -0.384 -0.543 -1.014 0.1308
H -5.58557 1.04218 0.25410 0.081 0.013 0.250 0.0604
H -1.89337 -0.61037 -2.03396 -0.264 -0.008 -0.553 0.0353
C 1.60499 -5.82693 1.82762 0.686 -0.283 -0.395 -0.2760
C 1.00032 -4.58555 1.26869 -0.799 -0.449 0.216 -0.2675
O 1.43646 -4.57108 -0.08443 0.313 1.095 -0.315 -0.0750
O 2.99617 -5.58289 2.00741 0.653 -0.620 -0.669 -0.0851
H 1.49954 -6.60978 1.08240 -0.264 -0.305 -0.181 0.1115
H 1.14595 -6.21073 2.73163 0.109 0.352 0.447 0.1137
H 1.30946 -3.76506 1.91629 0.160 0.389 -0.495 0.1257
H -0.08498 -4.69759 1.37896 -0.161 0.359 -0.494 0.1163
H 1.56203 -3.66850 -0.46258 -0.583 -0.714 0.801 0.0885
H 3.34852 -5.61181 1.08777 -0.211 0.270 1.076 0.0969
C -0.59644 -1.30303 -4.67355 0.632 0.787 0.307 -0.1474
O -0.89505 0.07588 -4.94674 0.641 -0.492 -0.264 -0.1224
H -1.43586 -1.95970 -4.82280 -0.386 -0.249 -0.383 0.0679
H 0.25924 -1.57075 -5.31774 -0.470 -0.041 0.236 0.0804
H -0.29582 -1.43178 -3.62600 0.081 0.113 -0.148 0.0592
H -1.82544 0.25165 -4.85620 -0.478 -0.129 0.334 0.0589
C 3.63627 2.48964 3.31532 -1.210 0.636 0.447 -0.0760
C 2.47418 1.67222 2.77068 0.190 0.604 0.183 -0.4857
C 1.88509 0.77347 3.88598 0.174 1.237 -1.074 -0.0496
O 1.56567 2.68191 2.23546 0.417 -0.613 0.854 -0.0718
H 4.46408 1.87913 3.64146 0.284 -0.173 0.108 0.0677
H 3.19939 3.04683 4.18696 0.734 -0.206 -0.648 0.0881
H 3.92421 3.19551 2.53562 0.282 0.015 0.216 0.0743
H 2.82789 1.05358 1.95797 -0.089 -0.227 -0.301 0.1119
H 2.56447 -0.07754 4.02144 -0.357 0.201 0.311 0.0840
H 0.91130 0.47599 3.54400 -0.427 -0.628 -0.040 0.0617
H 1.73826 1.40663 4.76814 0.218 -0.412 0.148 0.0716
H 1.10537 2.31195 1.48234 -0.170 -0.477 -0.190 0.0421
```
Positions in Å, forces in eV/Å.